{"formula": "C4H9N2O2", "method": "ωB97M-V/def2-TZVPD", "de_lowest_ev": 2.599, "mol_weight_g_mol": 117.1, "fmax_ha_per_bohr": 0.0717, "homo_ev": [-11.19, -14.14], "total_charge": 1, "energy_ev": -11355.2959, "spin_multiplicity": 3, "symbols": ["C", "C", "C", "C", "N", "N", "O", "O", "H", "H", "H", "H", "H", "H", "H", "H", "H"], "coordinates": [[1.542, 0.825, -0.092], [0.574, -1.341, -0.157], [-1.055, 0.594, -0.541], [-1.901, 1.414, 0.321], [1.674, -0.444, 0.170], [-0.803, -0.877, 0.046], [2.081, 1.866, -0.078], [2.950, -1.073, -0.004], [0.678, -1.629, -1.269], [0.736, -2.144, 0.573], [-1.191, 0.468, -1.603], [-1.857, 1.428, 1.415], [-3.008, 1.288, 0.186], [-1.779, 2.411, -0.004], [-1.340, -1.689, -0.271], [-0.933, -0.737, 0.984], [3.630, -0.359, 0.326]], "lowdin_spin": [0.451, 0.024, 0.716, 0.109, 0.090, 0.063, 0.322, 0.116, 0.001, 0.000, 0.030, 0.005, 0.047, 0.010, 0.011, 0.002, 0.005]}